1.
C3HErO2 | ωB97M-V/def2-TZVPD

- multiplicity = 4
- E_HOMO (alpha / beta) (eV) = -18.87 / -16.94
- energy relative to the best compared isomer or geometry (same formula, charge and spin) (eV) = 3.3788
- charge = +2

```
7
C3HErO2 ωB97M-V/def2-TZVPD
C -1.02 -1.36 0.02
C -0.08 -0.57 -0.01
Er -3.06 -2.96 0.21
O 1.78 0.01 -0.40
C 0.94 0.62 0.28
O 0.48 1.75 -0.23
H 0.95 2.51 0.14
```



2.
C39H72F21N4O21S7 | ωB97M-V/def2-TZVPD

- E_HOMO (eV) = -2.35
- energy relative to the best compared isomer or geometry (same formula, charge and spin) (eV) = 6.9341
- charge = -3

```
164
C39H72F21N4O21S7 ωB97M-V/def2-TZVPD
C -0.36 1.57 -5.71
C -1.17 2.68 -5.12
C -2.30 3.20 -6.09
N -3.19 4.34 -5.57
C -3.89 3.74 -4.30
C -2.44 5.54 -5.18
C -2.15 6.27 -6.50
C -3.38 6.11 -7.29
C -4.12 4.97 -6.62
H 0.44 1.11 -5.13
H 0.08 1.73 -6.69
H -0.99 0.68 -5.83
H -0.49 3.52 -4.94
H -1.52 2.31 -4.15
H -2.93 2.32 -6.27
H -1.89 3.45 -7.07
H -3.24 3.50 -3.47
H -4.34 2.93 -4.88
H -4.68 4.40 -3.92
H -3.19 6.17 -4.68
H -1.56 5.32 -4.58
H -1.79 7.29 -6.35
H -1.38 5.70 -7.02
H -3.92 7.05 -7.41
H -3.12 5.77 -8.30
H -5.06 5.28 -6.17
H -4.29 4.17 -7.33
C -1.79 2.66 -0.86
C -1.19 1.39 -0.09
C -0.17 0.62 -1.01
N 0.18 -0.78 -0.47
C -0.96 -1.84 -0.56
C 0.67 -0.61 0.99
C 1.90 -1.59 1.00
C 2.57 -1.51 -0.35
C 1.42 -1.31 -1.29
H -1.13 3.51 -1.04
H -2.55 3.07 -0.19
H -2.24 2.37 -1.81
H -1.95 0.64 0.16
H -0.70 1.79 0.79
H 0.76 1.17 -1.19
H -0.55 0.38 -2.00
H -0.90 -2.35 -1.52
H -1.95 -1.40 -0.40
H -0.65 -2.51 0.24
H 0.01 -0.95 1.79
H 0.91 0.42 1.28
H 1.48 -2.58 1.17
H 2.48 -1.43 1.91
H 3.27 -2.27 -0.70
H 3.13 -0.58 -0.34
H 1.16 -2.32 -1.63
H 1.56 -0.63 -2.13
C -4.24 3.61 2.43
C -2.82 3.89 2.83
C -2.55 5.12 3.75
N -2.29 4.73 5.23
C -3.51 4.01 5.79
C -2.00 5.94 6.14
C -1.33 5.30 7.39
C -0.49 4.12 6.91
C -1.02 3.92 5.46
H -4.71 4.59 2.27
H -4.63 3.06 3.29
H -4.38 2.97 1.56
H -2.35 4.04 1.86
H -2.36 2.97 3.20
H -3.49 5.68 3.75
H -1.80 5.85 3.46
H -3.59 3.85 6.86
H -3.60 3.10 5.19
H -4.33 4.66 5.47
H -2.80 6.67 6.20
H -1.29 6.51 5.55
H -1.93 5.09 8.27
H -0.59 5.92 7.90
H -0.57 3.23 7.54
H 0.58 4.27 6.76
H -1.33 2.91 5.20
H -0.28 4.27 4.74
C 6.47 -7.48 0.10
C 5.14 -7.30 -0.69
C 3.99 -8.16 -0.21
N 2.70 -7.38 0.12
C 2.99 -6.18 1.09
C 2.02 -6.94 -1.25
C 0.54 -6.92 -1.01
C 0.25 -8.03 0.07
C 1.63 -8.39 0.66
H 6.26 -7.41 1.17
H 7.22 -6.86 -0.38
H 6.78 -8.53 0.09
H 5.45 -7.66 -1.67
H 4.84 -6.30 -1.01
H 4.21 -8.51 0.80
H 3.82 -8.98 -0.91
H 3.98 -5.80 0.86
H 3.07 -6.60 2.09
H 2.21 -5.44 1.25
H 2.37 -5.99 -1.66
H 2.31 -7.67 -2.00
H 0.27 -5.94 -0.62
H -0.09 -7.00 -1.89
H -0.45 -7.78 0.87
H -0.02 -8.96 -0.43
H 1.55 -8.38 1.75
H 1.93 -9.32 0.19
C -3.88 -2.08 -4.16
F -3.26 -2.98 -3.43
F -3.36 -2.09 -5.38
F -5.11 -2.44 -4.07
S -3.55 -0.37 -3.33
O -2.17 0.04 -3.67
O -4.53 0.48 -3.98
O -3.70 -0.59 -1.92
C 6.24 -3.65 1.77
F 5.13 -3.06 1.27
F 5.77 -4.53 2.71
F 6.90 -4.32 0.81
S 7.43 -2.39 2.60
O 6.63 -1.68 3.63
O 8.38 -3.28 3.16
O 8.04 -1.42 1.68
C 5.50 -3.47 -3.02
F 5.37 -3.76 -1.70
F 5.58 -2.17 -3.05
F 6.60 -3.96 -3.54
S 3.89 -3.97 -3.96
O 4.11 -3.44 -5.32
O 3.69 -5.41 -3.91
O 2.81 -3.23 -3.27
C 2.61 4.43 2.41
F 3.77 4.78 2.96
F 1.78 4.04 3.29
F 2.08 5.53 1.78
S 3.01 2.96 1.22
O 1.94 3.07 0.18
O 4.36 3.28 0.65
O 3.02 1.69 2.01
C 0.07 -4.49 5.69
F -1.28 -4.32 5.64
F 0.61 -3.24 5.72
F 0.28 -5.10 6.84
S 0.69 -5.47 4.10
O 0.43 -4.63 2.93
O 2.10 -5.80 4.30
O -0.21 -6.66 4.16
C -3.45 -1.47 2.73
F -2.28 -0.94 2.39
F -3.95 -1.95 1.61
F -3.27 -2.36 3.61
S -4.51 -0.01 3.49
O -3.60 0.94 4.07
O -5.32 0.57 2.43
O -5.39 -0.61 4.51
C -0.92 6.88 0.03
F -1.51 7.36 1.12
F 0.11 7.77 -0.19
F -0.44 5.70 0.26
S -2.06 6.75 -1.58
O -3.04 5.69 -1.37
O -2.68 8.05 -1.82
O -1.10 6.48 -2.68
```



3.
C8H20OP | ωB97M-V/def2-TZVPD

- E_HOMO (eV) = -11.82
- energy relative to the best compared isomer or geometry (same formula, charge and spin) (eV) = 0.1094
- charge = +1

```
30
C8H20OP ωB97M-V/def2-TZVPD
C 0.86 1.24 2.17
C -2.11 1.84 -0.36
C -2.59 -1.54 -0.38
C 2.82 -2.53 -0.69
C -0.14 0.09 1.75
C -0.94 1.05 -1.03
C -1.06 -1.80 -0.19
C 2.91 -1.05 -0.82
O 3.46 -0.35 0.10
P -0.01 -0.28 0.00
H 0.34 1.85 2.79
H 1.61 0.74 2.68
H 1.14 1.89 1.38
H -1.63 2.27 0.47
H -2.43 2.57 -1.02
H -2.97 1.29 0.15
H -2.96 -1.12 -1.33
H -2.97 -2.54 -0.27
H -3.06 -1.02 0.48
H 2.66 -2.98 -1.78
H 2.01 -2.84 -0.06
H 3.76 -2.96 -0.35
H -1.16 0.15 1.93
H 0.18 -0.85 2.16
H -0.25 1.79 -1.46
H -1.23 0.51 -1.93
H -0.60 -2.42 -0.98
H -0.99 -2.27 0.86
H 2.58 -0.53 -1.76
H 3.83 -0.80 0.88
```



4.
C3H9NO2 | ωB97M-V/def2-TZVPD

- E_HOMO (eV) = -9.84
- energy relative to the best compared isomer or geometry (same formula, charge and spin) (eV) = 0.8848
- SMILES = CC(N)=O.CO

```
15
C3H9NO2 ωB97M-V/def2-TZVPD
C 0.03 0.94 1.04
C 0.65 -0.27 1.67
N 0.93 -0.18 2.99
O 0.94 -1.25 1.01
H -1.04 0.81 0.84
H 0.39 1.10 0.03
H 0.19 1.84 1.63
H 1.08 -0.99 3.56
H 0.55 0.57 3.56
C -0.83 -0.35 -3.02
O -0.14 -0.06 -1.82
H -0.16 -0.86 -3.73
H -1.68 -1.05 -2.92
H -1.23 0.57 -3.39
H 0.30 -0.84 -1.45
```



5.
C6H25NO5 | ωB97M-V/def2-TZVPD

- E_HOMO (eV) = -8.81
- energy relative to the best compared isomer or geometry (same formula, charge and spin) (eV) = 3.1937
- SMILES = CCCNCCC.O.O.O.O.O

```
37
C6H25NO5 ωB97M-V/def2-TZVPD
C 0.68 -0.08 -2.15
C 1.42 1.29 -1.71
C 1.33 1.47 -0.16
N 0.00 1.19 0.47
C 0.18 0.88 1.96
C 0.60 -0.58 2.27
C 2.14 -0.69 2.21
H 1.15 -0.50 -3.12
H 0.84 -0.98 -1.53
H -0.38 0.14 -2.04
H 2.55 1.19 -1.97
H 1.09 2.24 -2.25
H 1.64 2.53 0.04
H 2.08 0.86 0.47
H -0.36 0.32 0.03
H -0.79 1.01 2.46
H 0.90 1.65 2.34
H 0.25 -0.75 3.31
H 0.13 -1.32 1.55
H 2.67 0.03 2.77
H 2.51 -0.83 1.07
H 2.49 -1.69 2.53
O -2.21 2.92 -0.17
H -2.19 3.65 0.46
H -1.38 2.34 -0.06
O -1.22 -2.49 -1.82
H -1.12 -3.10 -2.50
H -2.02 -2.58 -1.37
O -2.20 -0.98 -0.03
H -2.30 -1.20 0.81
H -2.98 -0.35 -0.14
O -3.61 0.93 -1.29
H -3.20 0.98 -2.13
H -3.34 1.79 -0.99
O 1.41 -3.09 0.55
H 2.21 -2.84 0.49
H 1.04 -3.31 -0.38
```



6.
C2H16Si5 | ωB97M-V/def2-TZVPD

- multiplicity = 3
- E_HOMO (alpha / beta) (eV) = -5.69 / -9.71
- energy relative to the best compared isomer or geometry (same formula, charge and spin) (eV) = 0.4185

```
23
C2H16Si5 ωB97M-V/def2-TZVPD
C 0.82 -1.08 2.05
C -0.81 2.57 -1.12
Si -2.22 -1.68 -1.09
Si 2.85 -0.64 -1.20
Si -2.32 0.15 0.41
Si 1.74 0.03 0.75
Si -0.67 1.73 0.63
H 0.62 -0.39 2.83
H 0.06 -1.69 1.53
H 1.63 -1.75 2.40
H -1.05 1.66 -1.67
H -1.52 3.33 -1.40
H 0.16 2.77 -1.63
H -0.80 -2.04 -0.98
H -2.67 -1.28 -2.30
H -3.07 -2.73 -0.59
H 4.06 -0.05 -1.16
H 3.14 -2.12 -1.23
H 2.07 -0.18 -2.36
H -3.74 0.60 -0.04
H -2.28 -0.58 1.82
H 2.86 0.69 1.36
H -0.99 3.01 1.55
```